(1)
The following is a quantum chemistry calculation of C6H5NO as an isolated structure, from the Open Molecules 2025 dataset.

max |F|: 0.22455 Eh/bohr
Kohn-Sham gap: 10.21 eV
relative energy (zero: lowest compared OMol25 entry of this formula, charge and spin): 142.0 kcal/mol
calculated total energy: -361.35797 Eh
HOMO level: -10.318 eV

Last column: Mulliken charge in e.
Element x y z (Å)
O -0.95289 0.40019 1.32607  -0.578
N -1.31296 -2.35234 -0.29942  -0.510
C -0.94511 1.05199 -0.65468  -0.947
C 2.04436 -0.65459 0.14569  -0.866
C -0.67681 -1.26621 -0.27389  -0.042
C 1.15627 0.34535 0.14503  -0.451
C -0.30011 0.22432 0.15216  1.866
C -1.86081 1.60131 -1.30501  -0.340
H -1.09586 -0.69972 1.88877  0.471
H 1.93545 -1.77055 0.29649  0.240
H 3.02248 -0.65705 0.13965  0.370
H 1.31232 1.34727 0.24341  0.400
H -2.32633 2.43002 -1.80426  0.386

=====

(2)
The following is a quantum chemistry calculation of one molecule with the formula C6H5NO, from the Open Molecules 2025 dataset.

max |F|: 0.23692 Eh/bohr
Kohn-Sham gap: 8.83 eV
structure (SMILES): Cc1coc(C#N)c1
relative energy (zero: lowest compared OMol25 entry of this formula, charge and spin): 76.4 kcal/mol
calculated total energy: -361.46250 Eh
HOMO level: -8.968 eV

Last column: Mulliken charge in e.
Element x y z (Å)
O -0.91458 1.42166 -0.07231  -0.241
N -4.13845 -0.37119 0.23561  -0.414
C -0.54795 -0.70097 -0.00995  -0.523
C 0.70880 -0.00073 0.06889  0.509
C 2.09786 -0.60213 0.05045  -0.837
C -1.58794 0.21805 -0.00400  0.455
C 0.28202 1.30577 0.20837  -0.251
C -2.97328 0.06307 -0.20719  -0.145
H 2.43520 -0.94984 1.11261  0.240
H 0.87622 2.32558 0.11085  0.285
H -0.78709 -1.71715 -0.25253  0.373
H 2.47103 0.40347 -0.61409  0.226
H 2.07814 -1.39558 -0.62672  0.323

=====

(3)
The following is a quantum chemistry calculation of one molecule with the formula C6H5NO, from the Open Molecules 2025 dataset.

max |F|: 0.06725 Eh/bohr
Kohn-Sham gap: 9.84 eV
structure (SMILES): CC1=C(C#N)C(=O)C1
relative energy (zero: lowest compared OMol25 entry of this formula, charge and spin): 16.7 kcal/mol
calculated total energy: -361.55764 Eh
HOMO level: -10.212 eV

Last column: Mulliken charge in e.
Element x y z (Å)
O 0.92104 0.09181 -2.79660  -0.555
N 0.50830 -3.47060 -0.64100  -0.457
C -0.06963 0.04237 0.32347  0.342
C 0.44050 -2.32449 -0.59972  0.145
C 0.32749 -0.93441 -0.62140  0.108
C 0.51070 0.08826 -1.67514  0.275
C -0.51881 0.38070 1.79814  -1.100
C 0.01420 1.16457 -0.69833  -0.220
H 0.02520 -0.20908 2.52974  0.349
H -0.94384 1.61039 -0.96993  0.208
H 0.72143 1.96589 -0.48188  0.286
H -1.57745 0.15229 1.88589  0.296
H -0.35913 1.44230 1.94675  0.324